# 1
Molecular formula: C55H53As2Cl3N2O3PSSeW
Method: DFT, the ωB97M-V functional and the def2-TZVPD basis

Each line ends with the Löwdin charge.
Element x y z (Å)
W -0.087 1.214 -0.208  0.8307
Cl -1.615 1.283 7.177  0.6903
C -1.394 1.018 5.478  -0.6659
C -0.998 2.062 4.665  -0.1168
C -0.852 1.838 3.310  -0.5481
Cl -0.415 3.188 2.317  0.7221
C -1.075 0.590 2.703  -0.4480
O -0.966 0.349 1.394  -0.4379
C -1.467 -0.430 3.579  -0.5625
Cl -1.821 -2.011 2.964  0.7895
C -1.629 -0.229 4.940  -0.1253
H -0.813 3.045 5.075  0.1121
H -1.939 -1.051 5.570  0.1106
O 2.299 1.451 -2.452  -0.1217
H 3.049 1.375 -1.851  0.0032
H 2.483 0.864 -3.196  0.0449
Se 2.055 1.443 0.773  0.3106
C -5.336 2.332 -3.769  -0.0767
C -4.126 3.013 -3.838  -0.0746
C -3.293 3.058 -2.729  -0.1247
C -3.667 2.426 -1.546  -0.3410
C -4.879 1.753 -1.475  -0.0842
C -5.712 1.709 -2.589  -0.0696
As -2.446 2.544 -0.037  1.2899
C -3.635 2.091 1.402  -0.3133
C -3.947 0.823 1.869  -0.1036
C -4.837 0.687 2.925  -0.0571
C -5.411 1.819 3.494  -0.0511
C -5.110 3.083 3.010  -0.0047
C -4.213 3.229 1.957  -0.1828
C -3.803 4.510 1.342  -0.1909
C -4.322 5.754 1.675  -0.0120
C -3.880 6.889 1.015  -0.0627
C -2.908 6.790 0.028  -0.0681
C -2.382 5.551 -0.315  -0.1090
C -2.834 4.416 0.341  -0.3053
H -5.990 2.300 -4.631  0.1079
H -3.836 3.512 -4.754  0.1093
H -2.351 3.596 -2.780  0.0874
H -5.184 1.271 -0.555  0.1023
H -6.661 1.193 -2.526  0.1097
H -3.506 -0.055 1.415  0.0875
H -5.079 -0.297 3.304  0.1119
H -6.105 1.714 4.318  0.1109
H -5.574 3.953 3.457  0.1110
H -5.081 5.841 2.442  0.1103
H -4.298 7.855 1.267  0.1094
H -2.561 7.680 -0.482  0.1068
H -1.622 5.482 -1.078  0.0400
C 1.211 4.963 -3.873  -0.0788
N 2.150 4.812 -2.773  -0.0342
C 1.872 4.253 -1.595  -0.7783
N 2.841 4.196 -0.688  0.1036
S 0.289 3.691 -1.255  0.6540
H 1.620 5.690 -4.570  0.0925
H 0.254 5.321 -3.504  0.0654
H 1.054 4.016 -4.392  0.0787
H 3.105 5.085 -2.945  0.1458
H 3.790 4.453 -0.908  0.1227
H 2.677 3.660 0.156  -0.0385
C 1.362 -1.869 1.204  -0.4208
C 1.895 -3.291 1.124  -0.4171
As 2.888 -3.837 2.748  1.3192
C 4.477 -2.733 2.429  -0.3989
C 5.726 -3.248 2.091  -0.1050
C 6.831 -2.411 1.986  -0.0822
C 6.708 -1.051 2.232  -0.0905
C 5.472 -0.528 2.586  -0.0881
C 4.370 -1.365 2.694  -0.1506
C 3.456 -5.550 2.007  -0.4248
C 4.016 -5.697 0.738  -0.1327
C 4.359 -6.952 0.259  -0.0814
C 4.145 -8.080 1.044  -0.0843
C 3.589 -7.946 2.305  -0.0835
C 3.248 -6.686 2.783  -0.1271
P 0.623 -1.234 -0.338  0.9834
C -0.618 -2.522 -0.717  -0.3237
C -0.279 -3.714 -1.360  -0.0904
C -1.219 -4.724 -1.509  -0.0608
C -2.501 -4.566 -1.000  -0.0646
C -2.838 -3.396 -0.335  -0.0756
C -1.905 -2.379 -0.203  -0.1635
C 1.937 -1.489 -1.571  -0.3566
C 1.626 -1.756 -2.902  -0.1165
C 2.633 -1.886 -3.851  -0.0722
C 3.963 -1.754 -3.474  -0.0721
C 4.281 -1.477 -2.150  -0.0606
C 3.274 -1.333 -1.207  -0.1150
H 2.144 -1.159 1.456  -0.0267
H 0.591 -1.793 1.970  0.0415
H 2.559 -3.423 0.270  0.0461
H 1.082 -4.013 1.017  0.0688
H 5.847 -4.308 1.913  0.0902
H 7.795 -2.828 1.721  0.1045
H 7.575 -0.406 2.168  0.1023
H 5.367 0.530 2.796  0.1027
H 3.423 -0.942 3.008  0.0855
H 4.202 -4.828 0.116  0.0948
H 4.798 -7.051 -0.726  0.1037
H 4.416 -9.059 0.670  0.1046
H 3.420 -8.821 2.921  0.1048
H 2.813 -6.586 3.771  0.0888
H 0.722 -3.869 -1.739  0.1056
H -0.941 -5.641 -2.011  0.1105
H -3.232 -5.356 -1.116  0.1098
H -3.829 -3.275 0.084  0.1125
H -2.170 -1.467 0.309  0.0478
H 0.592 -1.880 -3.201  0.1004
H 2.378 -2.103 -4.881  0.1101
H 4.749 -1.877 -4.208  0.1091
H 5.315 -1.378 -1.845  0.1133
H 3.539 -1.099 -0.182  0.0833
C -2.632 -0.517 -2.645  -0.0263
O -1.832 0.175 -1.668  -0.3078
C -0.732 0.890 -2.037  -0.5313
C -0.550 1.185 -3.470  -0.0721
H -2.020 -1.210 -3.222  0.1026
H -3.131 0.198 -3.298  0.0868
H -3.376 -1.076 -2.089  0.0961
H -1.488 1.518 -3.915  0.0789
H -0.198 0.307 -4.022  0.0919
H 0.195 1.970 -3.572  0.0392

Results
Energy, eV: -313554.24955
Orbital gap, eV: 6.3526
Net charge: +1
HOMO level, eV: -9.30
ΔE to the lowest compared entry with this formula, charge and spin, kJ/mol: 91.68

***

# 2
Molecular formula: C55H54N2OP2S2Sb2Y
Method: DFT, the ωB97M-V functional and the def2-TZVPD basis

Each line ends with the Löwdin charge.
Element x y z (Å)
Y -0.172 -0.057 0.045  1.3582
O -0.280 -0.417 2.484  -0.6770
S -0.422 1.020 3.106  0.9619
C 0.942 1.164 4.181  -0.3845
C 0.977 0.823 5.527  -0.0431
C 2.164 1.004 6.220  -0.0176
C 3.288 1.477 5.559  -0.0099
C 3.258 1.714 4.191  -0.0506
C 2.076 1.563 3.478  -0.3265
P 2.032 1.541 1.637  0.9847
C 2.196 3.260 1.118  -0.3974
C 1.342 3.730 0.120  -0.1481
C 1.390 5.046 -0.308  -0.0565
C 2.294 5.922 0.280  -0.0361
C 3.128 5.482 1.299  -0.0368
C 3.073 4.163 1.723  -0.0723
C 3.528 0.529 1.444  -0.4186
C 3.299 -0.836 1.628  -0.1416
C 4.351 -1.732 1.748  -0.0601
C 5.655 -1.265 1.679  -0.0413
C 5.900 0.093 1.503  -0.0384
C 4.844 0.987 1.406  -0.1102
C -1.911 1.102 4.040  -0.3663
C -2.026 1.671 5.305  -0.0501
C -3.279 1.731 5.896  -0.0209
C -4.390 1.229 5.235  -0.0153
C -4.267 0.731 3.948  -0.0445
C -3.030 0.700 3.314  -0.3402
P -2.934 0.234 1.542  1.0504
C -3.764 -1.376 1.664  -0.3686
C -3.208 -2.301 2.552  -0.0870
C -3.766 -3.562 2.685  -0.0459
C -4.894 -3.907 1.951  -0.0453
C -5.458 -2.989 1.079  -0.0558
C -4.889 -1.731 0.927  -0.1157
C -4.031 1.456 0.767  -0.4015
C -5.427 1.448 0.805  -0.0862
C -6.151 2.460 0.193  -0.0329
C -5.496 3.500 -0.457  -0.0362
C -4.109 3.537 -0.483  -0.0530
C -3.387 2.519 0.124  -0.1345
H 0.116 0.408 6.028  0.1193
H 2.215 0.760 7.272  0.1287
H 4.212 1.621 6.103  0.1287
H 4.176 1.983 3.687  0.1048
H 0.633 3.055 -0.363  0.0557
H 0.732 5.392 -1.092  0.1146
H 2.339 6.951 -0.046  0.1225
H 3.819 6.169 1.768  0.1228
H 3.723 3.844 2.527  0.1001
H 2.280 -1.210 1.756  0.0834
H 4.158 -2.784 1.904  0.1188
H 6.483 -1.954 1.776  0.1224
H 6.917 0.456 1.460  0.1234
H 5.054 2.044 1.296  0.1083
H -1.176 2.094 5.815  0.1113
H -3.383 2.165 6.880  0.1288
H -5.360 1.252 5.712  0.1279
H -5.149 0.378 3.429  0.1138
H -2.341 -2.038 3.147  0.1032
H -3.333 -4.271 3.377  0.1184
H -5.344 -4.882 2.074  0.1202
H -6.348 -3.244 0.521  0.1197
H -5.352 -1.024 0.253  0.0859
H -5.960 0.658 1.317  0.1003
H -7.231 2.443 0.228  0.1238
H -6.067 4.288 -0.926  0.1235
H -3.595 4.360 -0.962  0.1167
H -2.297 2.578 0.128  0.0784
C -0.568 -2.758 -4.144  -0.2761
Sb -0.458 -0.687 -3.687  1.2938
C -2.214 -0.038 -4.720  -0.3020
C 0.770 -0.215 -5.383  -0.3196
C 2.079 -0.928 -5.459  -0.2903
C 2.185 -2.125 -6.163  -0.0451
C 3.399 -2.783 -6.274  -0.0509
C 4.533 -2.240 -5.686  -0.0538
C 4.433 -1.050 -4.983  -0.0552
C 3.211 -0.393 -4.850  -0.3013
C 3.145 0.878 -4.067  -0.2877
Sb 2.632 0.701 -1.950  1.2583
C 4.173 2.110 -1.532  -0.2852
C 3.574 -1.190 -1.645  -0.2793
H -1.005 -2.849 -5.138  0.0353
H -1.172 -3.303 -3.427  -0.0351
H 0.439 -3.173 -4.152  0.0174
H -1.987 -0.117 -5.782  0.0178
H -2.471 0.989 -4.478  0.0096
H -3.050 -0.690 -4.493  -0.0126
H 0.862 0.868 -5.419  0.0613
H 0.123 -0.515 -6.207  0.0663
H 1.312 -2.526 -6.664  0.1179
H 3.466 -3.701 -6.841  0.1157
H 5.491 -2.729 -5.789  0.1154
H 5.320 -0.612 -4.541  0.1228
H 2.507 1.646 -4.497  0.0606
H 4.145 1.295 -3.959  0.0563
H 5.109 1.571 -1.406  0.0295
H 3.972 2.727 -0.671  -0.0252
H 4.238 2.750 -2.411  0.0220
H 3.789 -1.625 -2.620  0.0033
H 2.939 -1.879 -1.090  -0.0070
H 4.496 -1.043 -1.088  0.0137
N -3.820 -0.228 -1.881  0.1586
C -3.144 -1.354 -1.610  -0.7370
N -2.050 -1.410 -0.886  -0.1096
C -1.649 -2.734 -0.704  -0.3705
C -0.561 -3.130 0.069  -0.0631
C -0.221 -4.471 0.121  -0.0386
C -0.976 -5.411 -0.583  -0.0351
C -2.074 -5.031 -1.339  -0.0368
C -2.401 -3.683 -1.387  -0.4679
S -3.694 -2.880 -2.239  1.1575
H -3.743 0.557 -1.245  0.0686
H -4.699 -0.289 -2.371  0.1283
H -0.007 -2.436 0.716  0.0632
H 0.612 -4.797 0.727  0.1214
H -0.705 -6.455 -0.527  0.1247
H -2.655 -5.771 -1.873  0.1310

Results
Energy, eV: -117283.19798
Orbital gap, eV: 6.0237
Net charge: +3
HOMO level, eV: -14.39
ΔE to the lowest compared entry with this formula, charge and spin, kJ/mol: 0.00